2 unconnected molecules or ions with the total composition C2NO4S at a distorted geometry, computed with wB97M-V/def2-TZVPD.

Structure (XYZ):
```
8
Properties=species:S:1:pos:R:3:forces:R:3:nbo_charge:R:1
C -1.220 0.101 -0.963 -0.3998 0.1281 -0.3235 1.02
C 1.114 -0.324 0.710 0.0585 1.0127 -0.0984 0.86
N 0.397 0.836 -0.004 0.1434 -0.3211 0.2509 -0.61
O 0.472 -0.662 1.684 -0.6091 -0.3454 0.6720 -0.70
O -0.789 -0.820 -1.531 0.6794 -1.1721 -0.5566 -0.59
O -2.058 0.852 -0.654 -0.8801 0.9222 0.4811 -0.60
O 2.140 -0.653 0.160 0.8218 -0.3471 -0.5163 -0.69
S 0.708 2.327 0.229 0.1859 0.1227 0.0907 0.32
```
Positions in Å, forces in eV/Å.

As for the HOMO-LUMO gap: 6.900 eV. The calculation puts the total energy at -830.1787 hartree. The net charge is -1. The calculation puts the highest occupied orbital energy at -0.1607 Ha. Its molar mass is 134.09 g mol⁻¹. The value obtained for the energy relative to the best compared isomer or geometry (same formula, charge and spin) is 0.320 eV. For the LUMO energy, the calculation gives 2.53 eV. Its spin multiplicity is 1.